This record from OMol25 describes a gas-phase ion, C2H4O2P (charge +1) in a non-equilibrium geometry. The level of theory is wB97M-V/def2-TZVPD.

Values from the calculation:
**E**: -15514.6844 eV
**Charge**: +1
**Gap between HOMO and LUMO**: 10.60 eV

Geometry as XYZ:
```
9
Properties=species:S:1:pos:R:3:lowdin_charge:R:1
P -0.389 0.227 1.986 1.234
O 0.148 1.259 0.911 -0.287
O -0.642 -0.984 1.029 -0.280
C -0.179 -0.770 -0.336 -0.104
C 0.332 0.680 -0.466 -0.055
H 1.344 0.585 -0.618 0.108
H 0.450 -1.604 -0.358 0.130
H -0.951 -0.775 -1.041 0.123
H -0.113 1.384 -1.107 0.131
```

This record from OMol25 describes 3 unconnected molecules or ions with the total composition C3H11NO3 in a non-equilibrium geometry. The level of theory is wB97M-V/def2-TZVPD.

Values from the calculation:
**E**: -10919.2357 eV
**SMILES**: CNCC=O.O.O
**Gap between HOMO and LUMO**: 9.57 eV

Geometry as XYZ:
```
18
Properties=species:S:1:pos:R:3:lowdin_charge:R:1
O -0.073 5.391 2.623 -0.016
O -0.416 0.929 -1.621 0.028
O 4.894 -4.767 0.200 -0.099
N -1.731 -0.852 0.230 -0.111
C -1.523 -1.116 -1.172 -0.265
C -1.730 0.665 0.527 -0.099
C -0.571 -0.236 -1.881 -0.273
H -2.234 0.708 1.490 0.060
H 0.034 6.197 3.171 0.060
H 5.041 -5.674 -0.128 0.032
H -2.520 1.165 -0.064 0.085
H -0.133 -0.754 -2.713 0.102
H -0.829 -1.111 0.551 0.068
H -0.640 0.962 0.405 0.094
H -0.050 4.712 3.195 -0.043
H 4.873 -5.169 1.127 0.067
H -2.530 -1.092 -1.773 0.149
H -1.194 -2.282 -1.328 0.160
```

This record from OMol25 describes a single C3H3NO2 molecule in a non-equilibrium geometry. The level of theory is wB97M-V/def2-TZVPD.

Values from the calculation:
**E**: -8742.6297 eV
**SMILES**: N#C[C@@H](O)C=O
**Gap between HOMO and LUMO**: 11.02 eV

Geometry as XYZ:
```
9
Properties=species:S:1:pos:R:3:lowdin_charge:R:1
O 2.010 0.843 -0.730 0.093
O 0.215 -1.364 -0.627 0.013
N -2.525 0.521 -0.283 0.158
C 1.135 0.830 0.091 -0.187
C -0.017 -0.255 0.127 -0.365
C -1.418 0.244 -0.136 -0.149
H 0.952 1.770 0.648 0.132
H 0.078 -0.557 1.312 0.195
H -0.430 -2.031 -0.402 0.110
```

This record from OMol25 describes a single C6H10O molecule. The level of theory is wB97M-V/def2-TZVPD.

Values from the calculation:
**E**: -8430.5232 eV
**SMILES**: C[C@H]1CC=C[C@H]1O
**Gap between HOMO and LUMO**: 10.40 eV

Geometry as XYZ:
```
17
Properties=species:S:1:pos:R:3:lowdin_charge:R:1
O -0.920 -2.076 -0.403 -0.036
C -1.307 1.249 -0.310 -0.082
C 2.032 -0.381 0.115 -0.074
C 0.188 1.217 -0.289 -0.189
C -0.772 -0.941 0.446 -0.304
C 0.575 -0.031 0.516 -0.273
C -1.825 0.083 0.061 -0.066
H -2.875 -0.180 -0.065 0.111
H 0.631 0.213 1.587 0.132
H 0.662 2.148 0.040 0.118
H -0.931 -1.346 1.452 0.133
H 2.659 0.504 0.329 0.080
H -1.871 2.099 -0.682 0.104
H 2.494 -1.208 0.661 0.070
H 0.523 1.015 -1.314 0.118
H 2.157 -0.562 -0.959 0.073
H -1.418 -1.802 -1.187 0.086
```

This record from OMol25 describes 9 unconnected molecules or ions with the total composition C38H101N7O12 in a non-equilibrium geometry. The level of theory is wB97M-V/def2-TZVPD.

Values from the calculation:
**E**: -76036.5785 eV
**SMILES**: COC[C@H](C)N.COC[C@H](C)N.COC[C@H](C)N.COC[C@H](C)N.COCCNCCOC.COCCNCCOC.COCCNCCOC.CCO.CCO
**Gap between HOMO and LUMO**: 8.94 eV

Geometry as XYZ:
```
158
Properties=species:S:1:pos:R:3:lowdin_charge:R:1
O -3.636 -0.536 5.700 -0.188
O 0.700 2.625 0.754 -0.236
O 1.398 3.757 -4.340 -0.196
O -2.731 -3.990 4.589 -0.216
O 1.765 -1.640 4.826 -0.183
O -1.475 -6.516 -0.114 -0.098
O -0.443 -2.474 0.151 -0.134
O 6.804 3.635 2.754 -0.159
O 5.413 -0.504 -0.354 -0.164
O -5.061 3.563 -3.864 -0.222
O -0.619 -0.418 -4.625 -0.237
O 2.473 -2.811 -4.355 -0.177
N -2.340 -4.270 1.797 0.072
N 2.356 0.038 -5.300 -0.028
N -1.012 3.036 -1.651 0.061
N -0.882 0.127 4.979 -0.064
N 4.041 4.120 1.502 -0.037
N 2.398 -2.261 0.966 0.045
N -6.257 2.892 -0.446 0.040
C 2.905 0.083 1.060 -0.034
C 3.824 -3.022 -4.023 -0.108
C -1.801 -1.198 -4.694 -0.085
C -3.833 -4.268 3.722 -0.193
C 2.450 -0.416 -3.877 -0.185
C 2.532 4.588 -4.271 -0.110
C 7.186 2.410 3.237 -0.132
C 5.015 3.070 1.193 -0.210
C -1.364 -0.260 0.657 -0.070
C -4.974 -0.887 5.474 -0.113
C 1.524 -0.272 4.862 -0.252
C -1.930 1.063 5.414 -0.210
C -4.659 -3.746 1.368 -0.062
C 6.432 3.564 1.420 -0.237
C 1.162 0.755 -5.630 -0.235
C 3.162 -1.190 0.275 -0.408
C 0.916 -2.480 4.063 -0.101
C -3.534 -3.700 2.379 -0.451
C 0.378 0.121 5.770 -0.173
C 6.501 -0.135 0.443 -0.114
C -1.428 -5.808 -1.346 -0.350
C -5.529 4.044 -5.086 -0.117
C -0.103 -0.020 -5.867 -0.229
C 2.758 3.600 1.834 -0.267
C 1.858 3.461 0.641 -0.212
C -6.104 3.363 -2.916 -0.209
C 0.593 3.967 -3.201 -0.210
C -1.603 2.950 -4.071 -0.042
C -4.666 1.545 -1.891 -0.054
C 4.647 -1.549 0.195 -0.220
C -5.413 2.867 -1.666 -0.426
C -0.155 -6.137 -2.072 -0.094
C -1.145 -1.325 -0.388 -0.274
C 1.841 -1.776 -3.641 -0.226
C -2.019 -5.187 4.990 -0.087
C -0.452 2.885 -3.042 -0.402
C -0.018 2.828 1.956 -0.100
C -3.276 0.589 4.958 -0.260
H 7.150 0.478 -0.188 0.095
H 1.259 4.067 -2.343 0.107
H 8.175 2.172 2.827 0.100
H -4.671 -3.807 4.237 0.118
H -1.731 0.673 0.215 0.058
H 4.411 4.630 2.296 0.115
H -6.586 4.350 -2.817 0.129
H -2.301 2.172 -3.774 0.050
H 4.279 -3.701 -4.747 0.089
H -6.002 5.008 -4.879 0.090
H -1.738 2.042 4.960 0.113
H 0.454 -2.242 0.461 0.027
H 3.266 4.192 -3.567 0.089
H -1.587 -4.196 2.478 0.077
H 7.161 -0.980 0.697 0.097
H 6.588 4.550 0.979 0.133
H -2.106 3.923 -4.049 0.082
H -4.923 -4.742 0.997 0.083
H 1.847 0.329 1.110 0.066
H 1.874 -1.980 -2.547 0.112
H -1.788 -1.779 -5.628 0.091
H -6.253 3.367 -5.564 0.089
H 6.439 1.648 3.003 0.065
H -2.292 -6.068 -1.982 0.107
H -0.233 2.919 -0.971 0.042
H -4.680 4.057 -5.761 0.087
H 0.165 -0.658 6.510 0.127
H 3.898 -3.518 -3.043 0.087
H -2.716 -0.619 -4.572 0.083
H -1.623 -5.721 4.119 0.084
H -3.970 -5.353 3.687 0.130
H -3.327 0.394 3.881 0.124
H -3.984 1.396 5.227 0.127
H -0.581 -0.983 -1.273 0.105
H 0.505 1.082 6.261 0.115
H 0.104 -0.856 -6.548 0.130
H 2.624 -3.165 0.493 0.102
H 1.611 4.445 0.230 0.129
H 6.180 0.364 1.358 0.062
H -5.342 0.737 -2.192 0.084
H -4.616 3.620 -1.546 0.137
H -2.127 -0.600 1.369 0.069
H 0.777 -1.770 -3.851 0.102
H -1.721 -1.962 -3.912 0.082
H -1.750 -5.862 0.575 0.043
H -3.949 1.642 -2.707 0.043
H 2.035 0.385 -3.251 0.118
H 2.904 4.648 -5.295 0.090
H -1.553 -4.731 -1.207 0.089
H -4.425 -3.146 0.473 0.073
H -2.717 -5.838 5.529 0.088
H -4.091 1.354 -0.982 0.066
H -6.852 2.662 -3.330 0.131
H -0.820 0.684 -6.311 0.122
H 3.504 -0.447 -3.586 0.093
H 3.035 -2.473 1.761 0.090
H -7.223 2.685 -0.698 0.065
H -2.013 -3.795 0.964 0.049
H -1.203 2.836 -5.080 0.075
H 2.264 4.305 2.522 0.124
H 0.611 2.887 2.845 0.076
H 4.436 -2.120 -4.066 0.079
H 4.898 2.718 0.169 0.123
H -0.494 0.004 1.258 0.050
H 1.344 0.161 3.871 0.105
H 0.023 4.900 -3.326 0.135
H 2.389 2.902 -0.143 0.119
H -5.121 -1.110 4.394 0.088
H -1.912 1.158 6.513 0.123
H -5.954 2.128 0.152 0.058
H -0.022 -7.218 -2.076 0.074
H 4.665 -2.479 -0.408 0.125
H 1.529 -3.333 3.755 0.085
H 1.405 1.300 -6.547 0.122
H -0.086 1.852 -3.184 0.112
H 4.865 2.239 1.903 0.094
H 0.701 -5.654 -1.590 0.068
H -5.610 -3.262 1.640 0.079
H 3.471 0.958 0.757 0.048
H -1.536 2.181 -1.424 0.046
H -1.210 -4.860 5.636 0.078
H -2.059 -1.785 -0.782 0.107
H 0.090 -2.868 4.675 0.074
H 7.074 2.878 0.837 0.115
H 0.536 -2.029 3.137 0.077
H 7.313 2.383 4.319 0.094
H -1.257 -0.811 4.912 0.092
H -5.619 -0.065 5.788 0.090
H -0.754 3.625 1.850 0.100
H -0.108 -5.777 -3.104 0.071
H 2.387 -0.869 -5.777 0.105
H -0.564 1.897 2.169 0.065
H 2.433 0.201 5.250 0.120
H 2.921 -1.055 -0.781 0.122
H 0.910 1.533 -4.923 0.077
H 2.266 5.625 -4.023 0.090
H 5.052 -1.883 1.166 0.127
H -5.183 -1.864 5.905 0.085
H 3.259 -0.153 2.079 0.093
H 2.725 2.698 2.475 0.117
H -3.398 -2.605 2.486 0.130
```

no.,HOMO (Ha)
1,-0.631
2,-0.323
3,-0.394
4,-0.347
5,-0.311